# 1
The molecule C4H5N3O. Source: OMol25; level of theory: ωB97M-V with the def2-TZVPD basis set.

Values from the calculation:
- Molar mass: 111.10 g/mol
- Spin multiplicity: 1
- Total charge: 0
- LUMO: 0.362 eV
- Structure (SMILES): O=CNC1=NC=NC1
- Relative energy (zero: lowest compared OMol25 entry of this formula, charge and spin): 46.4 kcal per mole
- Total energy: -10745.6048 eV

Cartesian coordinates (Å):
1 O -0.09 2.82 2.06
2 C 0.33 1.92 1.39
3 N -0.48 1.12 0.54
4 C 0.01 0.05 -0.04
5 N 1.17 -0.18 -0.54
6 C 1.06 -1.37 -1.32
7 N -0.01 -2.07 -1.34
8 C -0.93 -1.15 -0.48
9 H 1.33 1.49 1.45
10 H -1.49 1.49 0.54
11 H 2.02 -1.72 -1.59
12 H -1.17 -1.60 0.46
13 H -1.75 -0.82 -1.13

# 2
A cluster of 11 separate species, C60H147N9O2 in total. Source: OMol25; level of theory: ωB97M-V with the def2-TZVPD basis set.

Values from the calculation:
- Molar mass: 1026.90 g/mol
- Spin multiplicity: 1
- Total charge: 0
- LUMO: 0.586 eV
- Structure (SMILES): CCN(CC)CC.CCN(CC)CC.CCN(CC)CC.CCN(CC)CC.CCN(CC)CC.CCN(CC)CC.CCN(CC)CC.CCN(CC)CC.CCN(CC)CC.CC(C)=O.CC(C)=O
- Total energy: -82101.9629 eV

Cartesian coordinates (Å):
1 C 0.13 5.89 -0.21
2 C -0.35 7.15 -0.98
3 N -0.79 8.33 -0.20
4 C -1.24 9.48 -0.97
5 C -2.68 9.16 -1.61
6 C -0.02 8.58 0.95
7 C 1.40 8.92 0.69
8 H -0.50 5.72 0.67
9 H 1.16 6.17 0.02
10 H 0.01 4.96 -0.76
11 H 0.33 7.46 -1.78
12 H -1.21 6.73 -1.51
13 H -1.28 10.31 -0.27
14 H -0.56 9.84 -1.74
15 H -3.35 8.75 -0.85
16 H -3.22 9.91 -2.19
17 H -2.62 8.34 -2.32
18 H -0.02 7.74 1.65
19 H -0.45 9.44 1.46
20 H 1.47 9.83 0.08
21 H 1.95 8.07 0.30
22 H 1.77 9.22 1.66
23 C 0.11 -5.97 0.06
24 C -0.34 -6.17 1.50
25 N -1.35 -5.20 1.94
26 C -1.77 -5.46 3.33
27 C -2.80 -4.54 3.99
28 C -2.42 -4.90 1.01
29 C -3.39 -6.07 0.80
30 H -0.58 -6.27 -0.73
31 H 1.09 -6.32 -0.25
32 H 0.29 -4.94 -0.24
33 H -0.67 -7.20 1.64
34 H 0.52 -5.98 2.14
35 H -2.24 -6.44 3.43
36 H -0.89 -5.51 3.98
37 H -3.79 -4.68 3.55
38 H -2.91 -4.78 5.05
39 H -2.40 -3.54 3.89
40 H -2.06 -4.46 0.07
41 H -2.95 -4.07 1.47
42 H -4.34 -5.69 0.43
43 H -3.81 -6.40 1.74
44 H -3.08 -6.84 0.09
45 C -3.06 0.00 4.01
46 C -4.15 -0.17 2.87
47 N -4.19 0.90 1.89
48 C -4.90 0.43 0.70
49 C -4.13 -0.60 -0.12
50 C -4.71 2.16 2.40
51 C -4.36 3.22 1.40
52 H -2.87 -0.88 4.64
53 H -3.07 0.91 4.61
54 H -2.13 -0.08 3.45
55 H -4.16 -1.17 2.44
56 H -5.12 -0.14 3.37
57 H -5.89 0.00 0.81
58 H -5.10 1.20 -0.05
59 H -4.19 -1.53 0.44
60 H -4.51 -0.69 -1.14
61 H -3.07 -0.36 -0.08
62 H -4.14 2.39 3.31
63 H -5.78 2.08 2.59
64 H -4.39 4.21 1.88
65 H -4.97 3.22 0.50
66 H -3.36 3.11 1.00
67 C 7.94 -1.74 -1.27
68 C 7.24 -1.31 -2.57
69 N 6.00 -2.11 -2.73
70 C 4.90 -1.63 -1.91
71 C 4.60 -0.10 -1.98
72 C 6.18 -3.54 -2.78
73 C 5.21 -4.36 -3.43
74 H 8.70 -1.06 -0.86
75 H 8.28 -2.77 -1.17
76 H 7.14 -1.58 -0.54
77 H 7.13 -0.23 -2.50
78 H 7.85 -1.39 -3.47
79 H 4.98 -1.96 -0.87
80 H 3.99 -2.12 -2.24
81 H 5.41 0.46 -1.52
82 H 3.72 0.20 -1.41
83 H 4.47 0.26 -3.00
84 H 7.13 -3.92 -3.15
85 H 6.13 -3.97 -1.78
86 H 5.00 -4.06 -4.46
87 H 5.56 -5.39 -3.37
88 H 4.22 -4.36 -2.96
89 C 0.66 -1.85 -8.16
90 C 0.68 -2.43 -6.66
91 N 0.74 -1.33 -5.70
92 C 0.02 -1.74 -4.46
93 C 0.71 -2.93 -3.80
94 C 2.08 -0.78 -5.56
95 C 2.16 0.62 -4.92
96 H 1.53 -1.23 -8.36
97 H -0.30 -1.33 -8.24
98 H 0.66 -2.69 -8.86
99 H -0.21 -3.04 -6.57
100 H 1.50 -3.13 -6.50
101 H 0.08 -0.88 -3.79
102 H -1.03 -2.01 -4.62
103 H 0.81 -2.78 -2.73
104 H 0.19 -3.87 -4.00
105 H 1.76 -3.18 -3.96
106 H 2.51 -0.75 -6.56
107 H 2.80 -1.47 -5.11
108 H 3.20 0.95 -4.86
109 H 1.72 0.69 -3.93
110 H 1.61 1.39 -5.47
111 C 3.13 0.75 3.22
112 C 3.38 -0.30 4.34
113 N 2.14 -1.11 4.46
114 C 1.14 -0.44 5.33
115 C 1.35 -0.15 6.81
116 C 2.47 -2.38 5.00
117 C 1.34 -3.34 5.15
118 H 2.83 0.40 2.23
119 H 4.01 1.36 3.07
120 H 2.28 1.40 3.44
121 H 4.17 -0.91 3.90
122 H 3.78 0.05 5.29
123 H 0.72 0.41 4.78
124 H 0.22 -1.02 5.27
125 H 2.32 0.27 7.06
126 H 0.53 0.46 7.17
127 H 1.48 -1.08 7.38
128 H 2.96 -2.14 5.95
129 H 3.22 -2.71 4.29
130 H 1.74 -4.35 5.25
131 H 0.65 -3.30 4.31
132 H 0.87 -3.08 6.10
133 C -4.73 5.41 5.75
134 C -3.38 5.15 5.11
135 N -2.47 4.30 5.88
136 C -2.17 4.89 7.17
137 C -1.44 6.21 7.14
138 C -1.26 4.01 5.05
139 C -0.39 2.99 5.64
140 H -4.60 6.05 6.62
141 H -5.17 4.44 6.00
142 H -5.30 5.80 4.91
143 H -3.60 4.71 4.14
144 H -2.87 6.10 4.95
145 H -3.05 4.95 7.80
146 H -1.65 4.15 7.78
147 H -1.11 6.41 8.16
148 H -0.56 6.32 6.51
149 H -1.98 7.14 6.94
150 H -0.59 4.84 4.83
151 H -1.62 3.61 4.10
152 H -0.04 3.13 6.66
153 H 0.59 2.75 5.24
154 H -0.95 2.06 5.78
155 C -1.42 3.54 -2.95
156 C -0.67 3.57 -4.37
157 N 0.20 4.73 -4.28
158 C 0.21 5.62 -5.46
159 C 0.82 4.80 -6.64
160 C 1.53 4.34 -3.79
161 C 2.41 5.50 -3.29
162 H -1.97 4.44 -2.69
163 H -0.67 3.40 -2.17
164 H -2.19 2.77 -2.98
165 H -0.17 2.62 -4.55
166 H -1.47 3.76 -5.08
167 H 0.78 6.52 -5.22
168 H -0.83 5.90 -5.58
169 H 0.74 5.48 -7.49
170 H 0.25 3.88 -6.81
171 H 1.85 4.53 -6.46
172 H 1.50 3.63 -2.97
173 H 2.18 3.81 -4.48
174 H 2.99 5.85 -4.15
175 H 1.89 6.41 -2.98
176 H 3.14 5.20 -2.54
177 C -4.25 -8.07 -2.48
178 C -4.09 -7.21 -3.76
179 N -3.31 -5.98 -3.34
180 C -4.31 -5.04 -2.75
181 C -3.80 -3.65 -2.32
182 C -2.49 -5.40 -4.42
183 C -3.21 -4.77 -5.59
184 H -5.09 -8.72 -2.70
185 H -4.62 -7.60 -1.57
186 H -3.44 -8.75 -2.20
187 H -3.46 -7.74 -4.48
188 H -5.00 -6.92 -4.29
189 H -5.16 -4.92 -3.41
190 H -4.51 -5.53 -1.79
191 H -4.65 -3.05 -1.97
192 H -3.11 -3.65 -1.48
193 H -3.29 -3.01 -3.04
194 H -1.77 -6.14 -4.78
195 H -1.91 -4.64 -3.89
196 H -3.71 -5.62 -6.05
197 H -2.61 -4.33 -6.38
198 H -4.13 -4.23 -5.37
199 C 6.00 -3.67 1.93
200 C 4.63 -4.34 2.07
201 C 4.43 -5.52 3.06
202 O 3.67 -3.97 1.41
203 H 6.06 -2.95 1.12
204 H 6.87 -4.33 2.01
205 H 6.06 -3.05 2.83
206 H 3.53 -6.00 2.69
207 H 4.28 -5.18 4.08
208 H 5.35 -6.09 3.09
209 C 1.68 -1.87 0.52
210 C 0.95 -0.58 0.64
211 C -0.17 -0.52 1.65
212 O 1.26 0.36 -0.12
213 H 0.94 -2.62 0.26
214 H 2.32 -2.07 1.39
215 H 2.32 -1.76 -0.35
216 H -0.75 -1.43 1.47
217 H -0.76 0.39 1.48
218 H 0.17 -0.64 2.68

# 3
A cluster of 2 separate species, C39H34N5O2 in total. Source: OMol25; level of theory: ωB97M-V with the def2-TZVPD basis set.

Values from the calculation:
- Molar mass: 604.73 g/mol
- Spin multiplicity: 1
- Total charge: +1
- LUMO: -5.003 eV
- Relative energy (zero: lowest compared OMol25 entry of this formula, charge and spin): 24.1 kcal per mole
- Total energy: -52533.5123 eV

Cartesian coordinates (Å):
1 C 4.16 2.93 2.11
2 N 2.90 2.23 2.36
3 C 1.74 2.86 2.70
4 C 0.72 1.90 2.94
5 C -0.57 2.09 3.49
6 C -1.80 1.61 2.97
7 C -1.86 0.67 1.89
8 C -3.09 0.19 1.44
9 C -4.30 0.64 2.00
10 C -4.26 1.62 3.00
11 C -3.04 2.11 3.47
12 C 1.34 0.60 2.68
13 C 0.89 -0.71 2.84
14 C 1.84 -1.73 2.90
15 C 3.20 -1.48 2.64
16 C 3.66 -0.18 2.32
17 C 2.71 0.84 2.36
18 H 4.97 2.20 2.08
19 H 4.14 3.47 1.15
20 H 4.36 3.67 2.89
21 H 1.65 3.94 2.73
22 H -0.64 2.81 4.33
23 H -0.94 0.37 1.39
24 H -3.11 -0.53 0.63
25 H -5.25 0.22 1.67
26 H -5.20 2.01 3.40
27 H -3.01 2.92 4.20
28 H -0.18 -0.90 2.95
29 H 1.52 -2.74 3.18
30 H 3.90 -2.31 2.68
31 H 4.71 0.01 2.08
32 O -4.34 -4.54 6.84
33 C -4.83 -5.56 6.40
34 C -5.83 -6.43 7.08
35 C -7.17 -6.16 6.82
36 C -8.13 -7.05 7.27
37 C -7.74 -8.15 8.05
38 C -6.39 -8.40 8.32
39 C -5.42 -7.49 7.90
40 N -4.54 -6.06 5.12
41 C -4.89 -7.43 4.77
42 C -4.41 -7.75 3.37
43 N -3.04 -7.32 3.20
44 C -2.42 -7.83 2.02
45 C -0.94 -7.53 2.12
46 N -0.74 -6.08 2.16
47 C 0.04 -5.41 1.20
48 O -0.08 -4.22 0.95
49 C 1.01 -6.31 0.51
50 C 1.07 -6.38 -0.88
51 C 1.88 -7.34 -1.48
52 C 2.75 -8.12 -0.70
53 C 2.77 -7.96 0.69
54 C 1.91 -7.04 1.29
55 C -1.60 -5.36 3.00
56 C -1.53 -3.97 3.25
57 N -2.55 -3.28 3.75
58 C -3.63 -3.91 4.25
59 C -3.64 -5.32 4.33
60 C -2.71 -6.03 3.56
61 H -7.42 -5.28 6.21
62 H -9.18 -6.88 7.03
63 H -8.50 -8.85 8.41
64 H -6.09 -9.30 8.87
65 H -4.36 -7.61 8.13
66 H -4.46 -8.16 5.49
67 H -5.98 -7.56 4.81
68 H -4.41 -8.84 3.23
69 H -5.08 -7.30 2.61
70 H -2.60 -8.91 1.98
71 H -2.86 -7.38 1.10
72 H -0.54 -8.00 3.04
73 H -0.45 -7.98 1.26
74 H 0.44 -5.72 -1.48
75 H 1.87 -7.49 -2.56
76 H 3.41 -8.87 -1.17
77 H 3.45 -8.55 1.31
78 H 1.89 -6.91 2.38
79 H -0.63 -3.40 3.01
80 H -4.50 -3.32 4.57